1.
C42H33CrN2O8P2Se as an isolated structure. Source: OMol25; level of theory: the ωB97M-V functional and the def2-TZVPD basis.

Summary:
- Lowest unoccupied orbital energy (spin up / spin down): 3.90 / 3.91 eV
- Frontier orbital gap (spin up / spin down): 6.756 / 6.841 eV
- E_HOMO (spin up / spin down): -2.9 / -2.9 eV

ORCA input file:
```
! RIJCOSX wB97M-V def2-TZVPD def2/J DEFGRID3
* xyz -2 4
Cr 0.077 0.356 0.025
N 0.948 2.655 2.634
N -0.152 3.336 2.102
C -0.557 3.284 0.766
O -1.313 4.176 0.363
O -0.128 2.298 0.054
H 0.683 1.725 2.919
H 1.690 2.547 1.938
H -0.328 4.235 2.501
O 2.562 0.115 3.235
C 1.780 -0.532 2.574
O 1.386 -0.297 1.382
C 1.173 -1.751 3.295
C 1.920 -2.270 4.354
C 1.419 -3.267 5.166
C 0.124 -3.736 4.965
C -0.625 -3.223 3.926
C -0.099 -2.257 3.058
P -1.169 -1.611 1.712
C -1.796 -3.164 0.973
C -2.959 -3.145 0.201
C -3.429 -4.301 -0.406
C -2.747 -5.500 -0.249
C -1.581 -5.527 0.499
C -1.102 -4.368 1.095
C -2.549 -0.987 2.755
C -3.852 -1.461 2.792
C -4.807 -0.838 3.588
C -4.469 0.265 4.355
C -3.164 0.744 4.330
C -2.216 0.122 3.537
H 2.897 -1.838 4.523
H 2.022 -3.663 5.976
H -0.297 -4.491 5.619
H -1.639 -3.575 3.772
H -3.497 -2.220 0.054
H -4.324 -4.249 -1.014
H -3.112 -6.402 -0.726
H -1.023 -6.450 0.607
H -0.174 -4.402 1.649
H -4.138 -2.321 2.200
H -5.823 -1.216 3.598
H -5.218 0.756 4.965
H -2.884 1.612 4.914
H -1.205 0.519 3.511
C 0.636 -5.340 -4.299
C 0.301 -5.329 -2.952
C 0.031 -4.126 -2.315
C 0.067 -2.925 -3.018
C 0.418 -2.942 -4.366
C 0.700 -4.144 -5.002
P -0.352 -1.371 -2.133
C 0.206 -0.074 -3.262
C 1.576 0.191 -3.180
C 2.085 1.158 -4.056
C 1.232 1.992 -4.757
C -0.147 1.832 -4.692
C -0.655 0.781 -3.944
C -2.155 -1.270 -2.361
C -2.869 -2.015 -3.255
C -4.270 -1.859 -3.356
C -4.915 -0.962 -2.556
C -4.204 -0.182 -1.606
C -4.878 0.698 -0.727
C -4.166 1.367 0.224
C -2.771 1.191 0.335
C -2.035 0.370 -0.493
C -2.794 -0.327 -1.496
H 0.858 -6.277 -4.797
H 0.262 -6.256 -2.390
H -0.216 -4.115 -1.262
H 0.476 -2.003 -4.904
H 0.973 -4.145 -6.051
H 2.237 -0.633 -2.945
H 3.156 1.296 -4.096
H 1.654 2.771 -5.385
H -0.813 2.515 -5.206
H -1.726 0.627 -3.886
H -2.366 -2.728 -3.896
H -4.827 -2.454 -4.071
H -5.992 -0.841 -2.622
H -5.954 0.819 -0.817
H -4.665 2.045 0.907
H -2.283 1.757 1.121
O 3.205 2.160 0.633
Se 3.279 1.010 -0.508
O 3.995 1.534 -1.875
O 1.615 0.724 -1.086
O 3.865 -0.434 -0.049
*
```

Atomic partial charges in e from the Löwdin method, atoms 1 to 5:
1. Cr 0.773
2. N 0.045
3. N -0.032
4. C -0.712
5. O -0.009


2.
C13H49B5KNO3Zr as an isolated structure. Source: OMol25; level of theory: the ωB97M-V functional and the def2-TZVPD basis.

Summary:
- Lowest unoccupied orbital energy (spin up / spin down): 1.21 / 1.19 eV
- Frontier orbital gap (spin up / spin down): 2.551 / 5.755 eV
- E_HOMO (spin up / spin down): -1.3 / -4.6 eV

ORCA input file:
```
! RIJCOSX wB97M-V def2-TZVPD def2/J DEFGRID3
* xyz -1 2
Zr 6.794 18.944 -1.937
K 6.494 14.136 0.758
B 6.602 17.478 -0.166
H 5.658 17.735 -0.622
H 6.500 16.752 0.625
H 7.217 17.113 -0.974
H 7.009 18.439 0.108
B 9.459 17.235 -2.487
H 10.307 17.877 -2.668
H 9.546 16.964 -1.446
H 8.524 17.753 -2.631
H 9.661 16.413 -3.156
B 8.637 20.078 -0.891
H 9.047 20.170 0.103
H 8.570 19.034 -1.157
H 7.627 20.456 -0.914
H 9.305 20.564 -1.584
B 4.979 20.058 -1.182
H 4.497 19.141 -1.483
H 4.320 20.819 -0.794
H 5.615 19.766 -0.360
H 5.449 20.526 -2.034
B 5.875 17.211 -3.236
H 5.299 17.972 -2.733
H 5.307 16.886 -4.094
H 6.801 17.666 -3.552
H 6.161 16.435 -2.543
C 3.219 14.783 -1.292
O 4.251 13.838 -1.326
C 3.905 12.495 -1.806
C 5.297 11.774 -1.959
O 6.065 11.812 -0.652
C 7.179 10.844 -0.589
H 3.810 15.698 -1.341
H 2.544 14.716 -0.439
H 2.722 14.693 -2.258
H 3.346 12.593 -2.736
H 3.317 12.147 -0.957
H 5.940 12.092 -2.780
H 5.106 10.707 -2.070
H 7.800 10.829 0.307
H 7.844 11.345 -1.291
H 6.826 9.840 -0.823
C 2.930 14.541 2.433
C 3.219 15.788 3.294
C 1.990 16.037 4.270
C 2.218 17.100 5.410
C 3.421 16.673 6.190
C 4.784 16.364 5.346
N 4.502 15.588 4.060
O 5.683 15.440 3.202
C 5.502 17.745 5.087
C 5.793 15.592 6.222
C 3.249 16.934 2.376
H 1.905 14.667 2.083
H 3.740 14.404 1.717
H 3.094 13.690 3.094
H 0.985 16.145 3.862
H 1.743 15.112 4.790
H 2.426 18.126 5.108
H 1.270 17.099 5.947
H 3.107 15.747 6.672
H 3.474 17.348 7.044
H 6.492 17.596 4.658
H 5.628 18.356 5.981
H 4.893 18.363 4.427
H 6.800 15.653 5.810
H 5.624 14.524 6.355
H 5.876 15.917 7.259
H 4.042 16.776 1.644
H 2.352 17.087 1.776
H 3.458 17.840 2.945
H 5.997 16.331 3.033
*
```

Atomic partial charges in e from the Löwdin method, atoms 1 to 5:
1. Zr 1.393
2. K 0.856
3. B -0.500
4. H -0.049
5. H -0.049


Please write out number 2 again, unchanged.
C13H49B5KNO3Zr as an isolated structure. Source: OMol25; level of theory: the ωB97M-V functional and the def2-TZVPD basis.

Summary:
- Lowest unoccupied orbital energy (spin up / spin down): 1.21 / 1.19 eV
- Frontier orbital gap (spin up / spin down): 2.551 / 5.755 eV
- E_HOMO (spin up / spin down): -1.3 / -4.6 eV

ORCA input file:
```
! RIJCOSX wB97M-V def2-TZVPD def2/J DEFGRID3
* xyz -1 2
Zr 6.794 18.944 -1.937
K 6.494 14.136 0.758
B 6.602 17.478 -0.166
H 5.658 17.735 -0.622
H 6.500 16.752 0.625
H 7.217 17.113 -0.974
H 7.009 18.439 0.108
B 9.459 17.235 -2.487
H 10.307 17.877 -2.668
H 9.546 16.964 -1.446
H 8.524 17.753 -2.631
H 9.661 16.413 -3.156
B 8.637 20.078 -0.891
H 9.047 20.170 0.103
H 8.570 19.034 -1.157
H 7.627 20.456 -0.914
H 9.305 20.564 -1.584
B 4.979 20.058 -1.182
H 4.497 19.141 -1.483
H 4.320 20.819 -0.794
H 5.615 19.766 -0.360
H 5.449 20.526 -2.034
B 5.875 17.211 -3.236
H 5.299 17.972 -2.733
H 5.307 16.886 -4.094
H 6.801 17.666 -3.552
H 6.161 16.435 -2.543
C 3.219 14.783 -1.292
O 4.251 13.838 -1.326
C 3.905 12.495 -1.806
C 5.297 11.774 -1.959
O 6.065 11.812 -0.652
C 7.179 10.844 -0.589
H 3.810 15.698 -1.341
H 2.544 14.716 -0.439
H 2.722 14.693 -2.258
H 3.346 12.593 -2.736
H 3.317 12.147 -0.957
H 5.940 12.092 -2.780
H 5.106 10.707 -2.070
H 7.800 10.829 0.307
H 7.844 11.345 -1.291
H 6.826 9.840 -0.823
C 2.930 14.541 2.433
C 3.219 15.788 3.294
C 1.990 16.037 4.270
C 2.218 17.100 5.410
C 3.421 16.673 6.190
C 4.784 16.364 5.346
N 4.502 15.588 4.060
O 5.683 15.440 3.202
C 5.502 17.745 5.087
C 5.793 15.592 6.222
C 3.249 16.934 2.376
H 1.905 14.667 2.083
H 3.740 14.404 1.717
H 3.094 13.690 3.094
H 0.985 16.145 3.862
H 1.743 15.112 4.790
H 2.426 18.126 5.108
H 1.270 17.099 5.947
H 3.107 15.747 6.672
H 3.474 17.348 7.044
H 6.492 17.596 4.658
H 5.628 18.356 5.981
H 4.893 18.363 4.427
H 6.800 15.653 5.810
H 5.624 14.524 6.355
H 5.876 15.917 7.259
H 4.042 16.776 1.644
H 2.352 17.087 1.776
H 3.458 17.840 2.945
H 5.997 16.331 3.033
*
```

Atomic partial charges in e from the Löwdin method, atoms 1 to 5:
1. Zr 1.393
2. K 0.856
3. B -0.500
4. H -0.049
5. H -0.049